1.
A single CH5N3 molecule. Source: the Open Molecules 2025 dataset; level of theory: ωB97M-V with the def2-TZVPD basis set.

Results
E_tot   -5585.797 eV
SMILES   [H]/N=C\NN
HOMO level   -9.14 eV
Energy relative to the best compared isomer or geometry (same formula, charge and spin)   73.32 kcal per mole
LUMO level   0.8 eV

Structure (XYZ):
```
9
CH5N3 ωB97M-V with the def2-TZVPD basis set
N 1.774 -0.610 -0.198
N -0.970 -0.592 -0.010
N -0.338 0.643 -0.298
C 1.074 0.462 0.077
H -1.228 -0.714 0.966
H 1.519 1.430 0.322
H -0.998 1.543 -0.097
H -1.831 -0.874 -0.661
H 0.997 -1.287 -0.101
```

And the Mulliken charges, in e, turn out to be: number 1, N, carries -0.573; number 2, N, carries -0.584; number 3, N, carries -0.168; number 4, C, carries -0.121; number 5, H, carries 0.206; number 6, H, carries 0.328; number 7, H, carries 0.254; number 8, H, carries 0.245; number 9, H, carries 0.413

2.
A single CH5N3 molecule. Source: the Open Molecules 2025 dataset; level of theory: ωB97M-V with the def2-TZVPD basis set.

Results
E_tot   -5586.228 eV
SMILES   [H]/N=C\NN
HOMO level   -9.03 eV
Energy relative to the best compared isomer or geometry (same formula, charge and spin)   63.38 kcal per mole
LUMO level   1.2 eV

Structure (XYZ):
```
9
CH5N3 ωB97M-V with the def2-TZVPD basis set
N 0.018 1.204 -1.123
N -0.140 -0.155 -0.569
N 0.195 -1.280 1.668
C 0.148 -0.377 0.768
H 0.340 -0.889 -1.119
H 0.304 -2.258 1.331
H -0.724 1.257 -1.740
H 0.073 0.704 1.158
H -0.214 1.794 -0.374
```

And the Mulliken charges, in e, turn out to be: number 1, N, carries -0.518; number 2, N, carries -0.161; number 3, N, carries -0.534; number 4, C, carries 0.155; number 5, H, carries 0.273; number 6, H, carries 0.197; number 7, H, carries 0.252; number 8, H, carries 0.071; number 9, H, carries 0.264

3.
A single CH5N3O molecule. Source: the Open Molecules 2025 dataset; level of theory: ωB97M-V with the def2-TZVPD basis set.

Results
E_tot   -7632.037 eV
SMILES   N/N=C/NO
HOMO level   -9.25 eV
Energy relative to the best compared isomer or geometry (same formula, charge and spin)   83.04 kcal per mole
LUMO level   1.1 eV

Structure (XYZ):
```
10
CH5N3O ωB97M-V with the def2-TZVPD basis set
O 1.810 -0.676 0.006
N 1.374 0.575 -0.075
N -2.203 0.009 0.167
N -0.797 -0.395 -0.167
C -0.036 0.626 -0.085
H -2.607 -0.112 -0.868
H 1.012 -1.255 0.316
H 1.640 1.154 0.755
H -2.342 -0.986 0.630
H -0.589 1.535 0.153
```

And the Mulliken charges, in e, turn out to be: number 1, O, carries -0.409; number 2, N, carries -0.175; number 3, N, carries -0.590; number 4, N, carries -0.470; number 5, C, carries 0.005; number 6, H, carries 0.290; number 7, H, carries 0.347; number 8, H, carries 0.273; number 9, H, carries 0.316; number 10, H, carries 0.413

> Which of these has the lowest LUMO level?

number 1